1.
Below is the ion C5H9N2 with charge +1 at a distorted geometry, with properties calculated with ωB97M-V/def2-TZVPD.

Atoms and positions in Å:
N1 -1.8229 0.8608 1.4019
C1 -0.6593 0.2724 0.7186
C2 0.1390 -1.0703 0.6320
C3 0.8796 0.2220 0.6594
C4 1.3754 0.5493 -0.8036
N2 0.2889 -0.0703 -1.5229
C5 -0.6966 -0.5903 -0.4994
H1 -2.2150 -0.0181 1.7230
H2 -1.4243 1.2651 2.2239
H3 0.2207 -2.0156 1.0588
H4 1.5099 0.3060 1.5077
H5 1.1752 1.6559 -0.9232
H6 2.4133 0.1426 -1.2429
H7 -0.2221 0.6330 -2.1272
H8 0.6379 -0.9109 -2.0487
H9 -1.5997 -1.2317 -0.7573

Its net charge is +1. The value obtained for the calculated total energy is -305.0679 Ha. As for the LUMO energy: -3.3 eV. As for the spin multiplicity: 1. The structure (SMILES) is N[C@]12[C@@H]3[C@H]1C[NH2+][C@@H]32. For the molar mass, the calculation gives 97.141 g mol⁻¹.

2.
Below is a structure of composition C5H9N2 at a distorted geometry, with properties calculated with ωB97M-V/def2-TZVPD.

Atoms and positions in Å:
C1 0.3800 -1.8654 0.6468
C2 0.4514 -0.6432 1.4011
C3 -0.5428 -0.5360 -0.8369
C4 0.1270 -0.0251 -2.0895
C5 -0.1175 1.7228 1.0977
N1 -0.1619 -1.7216 -0.4828
N2 0.1012 0.3784 0.7770
H1 0.5677 -2.8223 1.1441
H2 0.4966 -0.8070 2.4072
H3 -1.5865 -0.0992 -0.6317
H4 0.9006 -0.6992 -2.4074
H5 0.4741 0.9930 -1.7114
H6 -0.4692 0.1873 -2.9949
H7 0.0515 1.7241 2.2748
H8 -1.2218 1.9037 0.8927
H9 0.5497 2.3098 0.5129

Its net charge is +1. The value obtained for the calculated total energy is -305.0799 Ha. As for the LUMO energy: -5.3 eV. As for the spin multiplicity: 1. For the molar mass, the calculation gives 97.141 g mol⁻¹.

3.
Below is the ion C5H9N2 with charge +1 at a distorted geometry, with properties calculated with ωB97M-V/def2-TZVPD.

Atoms and positions in Å:
H1 2.9695 0.8947 -0.0066
N1 2.1911 0.3622 0.1268
C1 2.0151 -0.8940 -0.0295
N2 0.6309 -1.1935 -0.0611
C2 -0.4512 -0.3726 -0.3283
C3 -1.7875 -0.9101 -0.1379
C4 -0.1801 1.0976 -0.4355
C5 -0.8119 1.8585 0.4732
H2 2.7358 -1.7556 -0.1644
H3 0.5087 -2.1309 0.0469
H4 -1.9796 -0.4636 0.8777
H5 -2.0434 -1.9494 -0.1766
H6 -2.4219 -0.2509 -0.8011
H7 0.5760 1.2299 -1.1557
H8 -1.6334 1.6633 1.1376
H9 -0.3182 2.8144 0.6343

Its net charge is +1. The value obtained for the calculated total energy is -305.0783 Ha. As for the LUMO energy: -5.2 eV. As for the spin multiplicity: 1. The structure (SMILES) is [H]/N=C/[NH+]=C(/C)C=C. For the molar mass, the calculation gives 97.141 g mol⁻¹.